(1)
# C23H24F7NO21

8 unconnected molecules or ions with the total composition C23H24F7NO21 in a non-equilibrium geometry (the ωB97M-V functional and the def2-TZVPD basis, OMol25).

Results
F_max: 6.5 eV/A
E_LUMO: -0.00222 Eh
structure (SMILES): O=C1OC[C@@H](F)O1.O=C1OC[C@@H](F)O1.O=C1OC[C@@H](F)O1.O=C1OC[C@@H](F)O1.O=C1OC[C@@H](F)O1.O=C1OC[C@@H](F)O1.O=C1OC[C@@H](F)O1.CC#N
HOMO energy: -10.88 eV

```
! RIJCOSX wB97M-V def2-TZVPD def2/J DEFGRID3
* xyz 0 1
F 0.400 -0.945 8.706
F -3.080 -5.151 -8.390
F 7.229 -4.616 -1.818
F -0.831 5.658 -1.673
F -4.494 3.384 4.144
F -0.785 0.301 -1.994
F -8.635 -3.046 -1.003
O 1.765 -2.710 8.516
O -6.824 -2.668 0.212
O -3.047 3.134 8.181
O 5.578 -1.888 -4.277
O 0.471 0.380 -0.103
O -1.139 -5.495 -7.253
O 0.680 7.996 -2.173
O 0.154 -3.868 -6.353
O -1.065 9.381 -2.281
O 2.585 -4.771 7.838
O -1.877 -4.213 -5.675
O 5.298 -2.450 -2.065
O -2.062 3.099 6.245
O -4.748 -2.085 0.810
O 1.096 -3.613 6.602
O -1.131 7.183 -3.144
O -4.042 3.794 6.321
O 0.902 -0.381 1.976
O 7.308 -2.576 -2.881
O -5.458 -1.897 -1.387
O 0.585 -1.794 0.277
N 5.024 3.585 -1.344
C 1.105 -1.688 7.823
C 5.875 4.178 -0.835
C 0.338 -0.165 -1.356
C -0.343 6.080 -2.804
C -3.083 3.252 6.985
C 7.391 -3.261 -1.699
C 1.852 -3.777 7.628
C -3.761 4.075 4.987
C 7.006 5.038 -0.285
C -2.518 -5.662 -7.264
C -5.605 -2.110 -0.038
C -2.312 3.614 4.953
C 0.713 -0.538 0.784
C 0.207 -2.502 6.867
C -0.561 8.262 -2.489
C -7.575 -2.209 -0.857
C 6.007 -2.213 -3.140
C -2.951 -5.073 -5.976
C -6.685 -2.229 -2.066
C -0.872 -4.486 -6.444
C 0.200 -1.682 -1.080
C 6.161 -2.697 -0.991
C 0.978 6.740 -2.583
H 1.775 -1.001 7.306
H -2.914 -5.702 -5.086
H 1.526 6.315 -1.742
H -6.959 -1.490 -2.819
H 6.980 6.064 -0.653
H 1.212 0.070 -1.964
H 7.991 4.615 -0.481
H -2.775 -6.722 -7.254
H 8.247 -2.891 -1.134
H -3.928 -4.590 -5.994
H -0.350 5.335 -3.600
H -6.630 -3.220 -2.517
H 6.243 -1.742 -0.472
H -0.030 -2.035 5.911
H 5.653 -3.466 -0.409
H -3.816 5.121 4.685
H -0.736 -2.735 7.361
H -7.930 -1.187 -0.729
H -1.452 4.249 4.737
H 6.949 5.086 0.803
H -0.791 -2.125 -1.173
H 1.680 6.813 -3.413
H 0.875 -2.247 -1.724
H -2.247 2.807 4.223
*
```

Atomic partial charges in e from the Löwdin method, atoms 1 to 2: F 0.0749; F 0.0858

---

(2)
# C23H24IrN6O2

A molecular structure, C23H24IrN6O2 in a non-equilibrium geometry (the ωB97M-V functional and the def2-TZVPD basis, OMol25).

Results
F_max: 5.2 eV/A
E_LUMO (spin up / spin down): -0.30701 / -0.31931 Eh
HOMO energy (spin up / spin down): -13.94 / -14.44 eV

```
! RIJCOSX wB97M-V def2-TZVPD def2/J DEFGRID3
* xyz 2 2
Ir 1.189 -1.073 -0.247
O 1.436 -1.611 1.788
O 2.609 -2.064 3.614
N 2.184 0.832 -0.629
N -0.528 0.491 -0.320
N -1.615 -2.051 -1.257
N 3.160 -2.472 -0.611
N -0.295 -2.296 -1.287
N 1.976 1.907 0.147
C 3.340 1.020 -1.262
C -2.304 -3.194 -1.051
C -1.644 0.418 -1.075
C -3.508 1.579 -2.144
C -2.190 -0.805 -1.554
C -0.399 1.448 0.632
C -1.446 2.742 2.415
C -3.381 -0.809 -2.261
C -0.113 4.298 3.869
C 3.889 2.246 -0.899
C 2.997 2.784 0.001
C -0.220 3.334 2.752
C 0.838 2.082 0.947
C 2.297 -2.244 2.470
C -1.525 1.816 1.412
C -4.087 0.364 -2.540
C 2.998 -3.426 1.692
C 0.903 2.974 2.005
C -0.153 -3.615 -1.120
C -1.393 -4.221 -0.957
C -5.395 0.313 -3.228
C 3.896 -2.914 0.580
C -2.331 1.606 -1.447
H 3.702 0.292 -1.962
H 0.194 3.773 4.777
H 0.640 5.054 3.664
H 2.199 -4.068 1.319
H 3.592 -3.961 2.431
H 3.807 -2.024 -1.255
H -1.066 4.777 4.074
H 1.848 3.426 2.262
H 4.804 2.675 -1.253
H 4.509 -2.086 0.944
H 2.791 -3.285 -1.095
H -3.369 -3.215 -0.949
H -4.006 2.506 -2.383
H -2.463 1.324 1.204
H 4.583 -3.730 0.316
H -6.002 1.184 -2.988
H -3.780 -1.748 -2.609
H -1.885 2.549 -1.166
H -1.597 -5.258 -0.794
H -5.258 0.299 -4.313
H -2.336 3.007 2.966
H -5.939 -0.592 -2.966
H 0.809 -4.087 -1.157
H 3.036 3.730 0.501
*
```

Atomic partial charges in e from the Löwdin method, atoms 1 to 2: Ir 1.4538; O -0.1448

---

(3)
# C23H24IrN9O2

A molecular structure, C23H24IrN9O2 in a non-equilibrium geometry (the ωB97M-V functional and the def2-TZVPD basis, OMol25).

Results
F_max: 2.7 eV/A
E_LUMO (spin up / spin down): -0.34710 / -0.44275 Eh
HOMO energy (spin up / spin down): -18.23 / -18.24 eV

```
! RIJCOSX wB97M-V def2-TZVPD def2/J DEFGRID3
* xyz 3 6
Ir -0.359 -0.255 -0.440
O -2.517 -1.085 0.080
O -1.582 1.622 -0.079
N -5.156 -0.015 3.734
N 0.613 -1.862 0.855
N -2.237 3.337 1.206
N -4.756 2.019 -0.071
N -1.589 3.716 -0.973
N -0.400 -1.698 -2.228
N 1.923 -0.513 -1.346
N 1.184 1.033 0.761
N -3.247 -0.836 1.037
C 2.580 -1.620 -0.621
C -1.466 -3.487 -3.374
C 2.567 -3.075 1.416
C 1.627 2.491 2.580
C -1.448 -2.496 -2.405
C 2.623 0.763 -1.157
C 0.683 -1.830 -3.000
C 0.584 -3.343 2.718
C 2.333 1.380 0.182
C -2.631 4.688 1.509
C -4.559 1.087 0.556
C -1.797 2.856 0.021
C 2.812 2.890 1.976
C -4.154 -0.014 1.372
C 1.884 -2.171 0.602
C 1.789 -0.833 -2.773
C 0.848 1.544 1.940
C -0.022 -2.425 1.882
C 0.741 -2.800 -3.994
C -4.733 -0.047 2.675
C -0.348 -3.641 -4.177
C 1.914 -3.666 2.482
C 3.180 2.318 0.769
H -0.327 -4.405 -4.942
H -1.330 3.381 -1.886
H 4.105 2.590 0.285
H 3.704 0.644 -1.303
H -1.890 4.674 -0.901
H 2.684 -2.470 -1.305
H 0.030 -3.789 3.527
H -2.424 2.640 1.911
H 1.619 -2.887 -4.615
H 3.434 3.639 2.445
H -2.305 -2.340 -1.767
H 2.735 -1.203 -3.187
H -1.777 5.368 1.439
H -3.013 4.722 2.527
H -1.053 -2.145 2.038
H 3.591 -1.320 -0.326
H 2.286 1.474 -1.918
H 2.426 -4.372 3.119
H 3.598 -3.320 1.206
H -2.338 -4.112 -3.485
H 1.529 0.078 -3.325
H -3.418 5.041 0.835
H -0.067 1.177 2.384
H 1.316 2.902 3.527
*
```

Atomic partial charges in e from the Löwdin method, atoms 1 to 2: Ir 1.6450; O -0.0711

---

(4)
# C23H24IrO3PS4

A molecular structure, C23H24IrO3PS4 in a non-equilibrium geometry (the ωB97M-V functional and the def2-TZVPD basis, OMol25).

Results
F_max: 1.2 eV/A
E_LUMO (spin up / spin down): -0.16055 / -0.19083 Eh
HOMO energy (spin up / spin down): -10.97 / -11.43 eV

```
! RIJCOSX wB97M-V def2-TZVPD def2/J DEFGRID3
* xyz 1 2
Ir 1.116 0.879 -1.128
S 2.351 -0.465 -2.461
S -0.053 0.521 -4.440
S 1.426 -0.805 -4.191
S -0.348 1.523 -2.721
P -0.268 -0.619 -0.195
O 0.779 2.954 0.024
O 2.505 0.659 0.306
O 3.881 -1.103 0.446
C 0.437 -1.236 1.348
C -0.453 -2.064 -1.259
C 0.937 4.044 -0.909
C -4.463 0.916 0.807
C 1.450 -2.487 3.616
C -0.423 -1.854 2.256
C 1.511 3.169 1.264
C 0.831 2.420 2.382
C -3.015 -0.895 0.175
C -0.610 -4.207 -3.020
C -1.315 -2.008 -2.356
C 0.329 -3.198 -1.049
C -4.277 -0.425 0.505
C 2.831 -0.569 0.695
C 0.080 -2.465 3.393
C 0.250 -4.264 -1.932
C -1.396 -3.081 -3.229
C -3.387 1.793 0.780
C 2.298 4.050 -1.574
C -1.931 -0.017 0.150
C -2.122 1.331 0.452
C 2.311 -1.892 2.708
C 1.816 -1.245 1.581
H 2.542 3.065 -1.987
H 1.500 4.243 1.456
H 0.137 3.934 -1.640
H 1.000 -3.254 -0.201
H 0.768 1.355 2.159
H 2.540 2.840 1.133
H -5.450 1.280 1.061
H -1.941 -1.138 -2.514
H -2.879 -1.942 -0.064
H -5.116 -1.108 0.523
H -3.534 2.840 1.011
H 3.091 4.325 -0.879
H -0.597 -2.931 4.097
H -1.289 2.017 0.426
H -2.077 -3.041 -4.070
H 3.382 -1.912 2.861
H 1.848 -2.969 4.500
H 0.759 4.975 -0.367
H 2.307 4.760 -2.402
H 1.411 2.533 3.299
H -0.672 -5.043 -3.704
H 0.858 -5.143 -1.765
H -1.491 -1.858 2.078
H -0.172 2.809 2.563
*
```

Atomic partial charges in e from the Löwdin method, atoms 1 to 2: Ir 0.6756; S 0.2318